1.
Density functional theory data (ωB97M-V with the def2-TZVPD basis set) for a structure of composition C31H47BrN2P2Pb at a distorted geometry.

XYZ file:
```
84
Properties=species:S:1:pos:R:3:lowdin_charge:R:1
N -3.9361 6.0527 -2.6008 0.132
C -3.5636 6.0090 -1.3265 -0.066
C -2.6019 5.0985 -0.8584 0.019
C -2.0957 4.1190 -1.7515 -0.213
C -2.4585 4.2289 -3.1113 0.032
C -3.4131 5.1938 -3.4775 -0.054
C -1.4625 2.8861 -1.2165 -0.304
Pb 0.6851 2.9096 -0.6284 1.618
P 4.2697 1.0034 -0.3466 1.233
C -0.7158 1.9391 -2.0492 -0.299
C -0.7975 0.5190 -1.7456 -0.204
C 0.0922 -0.4298 -2.3265 -0.030
C 0.1536 -1.7189 -1.8690 -0.111
C -0.4727 -2.0934 -0.5599 -0.827
C -1.5814 -1.1511 -0.1915 -0.088
C -1.7625 0.0356 -0.8297 -0.002
Br 0.9792 -1.9184 0.6943 0.964
H -1.9241 2.5090 -0.2844 0.117
H -0.2716 2.2540 -3.0042 0.138
H -2.3535 5.1229 0.2045 0.109
H -2.0607 3.5377 -3.8543 0.123
H -4.0455 6.7117 -0.6424 0.138
H -3.7702 5.2888 -4.5058 0.140
H 0.7291 -0.0940 -3.1650 0.148
H -2.6446 0.6582 -0.6389 0.149
H 0.8597 -2.4271 -2.3101 0.120
H -2.1684 -1.4170 0.6942 0.131
P -1.1776 -3.8222 -0.5262 0.987
C 3.3009 2.4310 0.1648 -0.571
C 3.9492 3.6476 0.8074 -0.091
H 2.5003 1.9979 0.8141 0.028
H 3.0668 2.8137 -0.8715 0.007
H 3.2022 4.4231 1.0184 0.089
H 4.4996 3.4103 1.7247 0.099
H 4.6285 4.0866 0.0641 0.106
C 3.2804 -0.0451 -1.4840 -0.404
C 4.1414 -1.1518 -2.1135 -0.108
H 2.8507 0.6130 -2.2563 0.081
H 2.4542 -0.4854 -0.9034 0.000
H 3.6147 -1.5788 -2.9750 0.089
H 5.1086 -0.7775 -2.4815 0.096
H 4.3481 -1.9778 -1.4167 0.089
C 4.2979 -0.0652 1.1767 -0.356
C 5.6591 -0.0132 1.8723 -0.118
H 4.0924 -1.0894 0.8350 0.070
H 3.4795 0.2383 1.8459 0.086
H 5.6987 -0.7903 2.6425 0.097
H 6.4732 -0.2127 1.1627 0.090
H 5.8487 0.9499 2.3629 0.086
C -1.3756 -4.3597 1.1812 -0.333
C -1.7807 -5.8237 1.4124 -0.083
H -2.1175 -3.6913 1.6434 0.102
H -0.4095 -4.1606 1.6681 0.068
H -2.7951 -6.0359 1.0438 0.090
H -1.0769 -6.5325 0.9548 0.083
H -1.7759 -6.0194 2.4961 0.106
C -0.0365 -4.8948 -1.4015 -0.302
C -0.2311 -4.9462 -2.9267 -0.101
H -0.2119 -5.8925 -0.9652 0.108
H 0.9913 -4.5943 -1.1389 0.103
H -1.1211 -5.5391 -3.1886 0.096
H -0.3269 -3.9493 -3.3831 0.068
H 0.6430 -5.4370 -3.3786 0.104
C -2.7660 -3.7870 -1.3863 -0.295
C -4.0087 -3.4004 -0.5871 -0.093
H -2.8651 -4.8069 -1.7797 0.114
H -2.6408 -3.1159 -2.2492 0.114
H -3.9729 -2.3595 -0.2399 0.066
H -4.8735 -3.4935 -1.2598 0.108
H -4.1738 -4.0605 0.2784 0.087
C -1.6483 1.7222 5.6039 -0.005
C -1.0498 2.0251 4.2721 -0.221
C -1.2222 3.2728 3.6678 0.034
C -0.6753 3.4909 2.4120 -0.102
N -0.0435 2.5023 1.7265 -0.097
C 0.1786 1.3110 2.3390 -0.149
C -0.3021 1.0513 3.6107 0.008
H -0.8861 1.7020 6.3912 0.118
H -2.3950 2.4761 5.8645 0.101
H -2.1265 0.7368 5.5739 0.105
H -1.7835 4.0625 4.1690 0.145
H -0.7405 4.4790 1.9383 0.120
H 0.7467 0.5524 1.7896 0.032
H -0.1134 0.0865 4.0856 0.138
```

Output
E in Ha: -4766.90085
Energy relative to the best compared isomer or geometry (same formula, charge and spin) in eV: 1.536
LUMO level (alpha / beta) in eV: -13.8 / -13.9
Net charge: +4

2.
Density functional theory data (ωB97M-V with the def2-TZVPD basis set) for a cluster of 6 separate species, C33H57ClF4O20S in total.

XYZ file:
```
116
Properties=species:S:1:pos:R:3:lowdin_charge:R:1
C -3.6717 -6.3767 -1.7175 -0.003
C -4.8082 -5.6872 -2.4392 -0.297
F -5.4811 -4.9018 -1.5163 0.025
C -4.4078 -4.7810 -3.6141 -0.324
C -3.1914 -3.9120 -3.3045 -0.102
C -3.1304 -2.6188 -4.1199 -0.159
C -1.8046 -1.8331 -4.0233 -0.222
C -0.8841 -2.0857 -2.8296 -0.263
S -1.3903 -1.5012 -1.2091 0.342
O -2.1258 -2.5287 -0.5381 -0.340
O -0.2482 -0.9348 -0.5644 -0.350
Cl -2.6796 0.0187 -1.5895 0.448
O -5.5583 -3.9670 -3.9272 0.113
C -6.2294 -4.4930 -4.9771 -0.528
O -7.1894 -4.0144 -5.4808 0.187
O -5.6318 -5.6598 -5.3670 0.099
C -4.2635 -5.5305 -4.9455 -0.234
C -3.5066 -6.8291 -5.0381 -0.088
C -3.0802 -7.1419 -6.4977 -0.080
C -1.6743 -7.6113 -6.5873 -0.228
F -1.4572 -8.9107 -6.3095 0.089
C -0.6366 -6.8482 -6.8780 -0.309
F -0.7471 -5.5433 -7.0795 0.131
F 0.6139 -7.2536 -6.9659 0.157
H -3.0579 -5.6544 -1.1775 0.089
H -4.0883 -7.0637 -0.9823 0.093
H -3.0319 -6.9328 -2.3996 0.074
H -5.5182 -6.4333 -2.8109 0.160
H -2.2988 -4.5146 -3.5024 0.134
H -3.1992 -3.6616 -2.2449 0.101
H -3.2846 -2.8506 -5.1764 0.111
H -3.9670 -1.9794 -3.8412 0.118
H -1.1959 -2.0584 -4.9016 0.118
H -2.0092 -0.7648 -4.0625 0.081
H -0.6593 -3.1382 -2.6613 0.106
H 0.0591 -1.5636 -2.9914 0.106
H -3.7944 -4.8044 -5.6239 0.153
H -2.6033 -6.7246 -4.4357 0.116
H -4.1035 -7.6474 -4.6342 0.137
H -3.7200 -7.9165 -6.9217 0.134
H -3.1931 -6.2449 -7.1048 0.125
C -0.5258 1.0561 2.1858 -0.053
C -0.7738 0.5996 3.6050 -0.184
O 0.3763 -0.0898 4.1407 0.045
C 1.3958 0.6856 4.4852 -0.617
O 1.4125 1.8918 4.4649 0.107
O 2.4201 -0.0938 4.8355 0.006
C 3.6333 0.6158 5.0964 -0.034
H -0.2201 0.2252 1.5544 0.054
H -1.4364 1.4893 1.7699 0.085
H 0.2545 1.8165 2.1537 0.077
H -1.5727 -0.1377 3.6488 0.126
H -1.0362 1.4339 4.2547 0.107
H 3.4992 1.3697 5.8693 0.097
H 3.9772 1.0879 4.1794 0.071
H 4.3556 -0.1254 5.4251 0.098
C 3.8900 1.0878 1.4234 -0.055
C 3.9721 0.2125 0.1931 -0.195
O 4.8721 0.7532 -0.7924 0.038
C 6.1659 0.5570 -0.5508 -0.614
O 6.6344 -0.0523 0.3764 0.122
O 6.8644 1.1295 -1.5330 0.002
C 8.2832 1.0060 -1.3977 -0.039
H 3.6129 2.1069 1.1508 0.092
H 3.1313 0.6929 2.0989 0.068
H 4.8465 1.1192 1.9437 0.075
H 3.0094 0.1660 -0.3124 0.121
H 4.2801 -0.8021 0.4437 0.126
H 8.5712 -0.0373 -1.2879 0.095
H 8.6320 1.5727 -0.5359 0.098
H 8.7037 1.4184 -2.3098 0.092
C -5.2659 5.6587 5.3855 -0.065
C -4.1094 6.5373 4.9622 -0.210
O -2.9234 6.2708 5.7308 0.024
C -2.2427 5.1783 5.3795 -0.612
O -2.5204 4.4307 4.4762 0.120
O -1.1923 5.0711 6.1885 -0.001
C -0.3704 3.9212 5.9414 -0.037
H -5.4517 5.7638 6.4550 0.081
H -6.1679 5.9507 4.8470 0.080
H -5.0597 4.6118 5.1695 0.075
H -4.3276 7.5854 5.1590 0.121
H -3.8840 6.4221 3.9024 0.123
H -0.0406 3.8881 4.9079 0.083
H -0.9224 3.0134 6.1811 0.095
H 0.4876 4.0152 6.5993 0.098
C 4.7745 -0.7929 -6.4785 -0.063
C 3.7296 -0.5205 -7.5374 -0.208
O 3.5837 -1.6303 -8.4427 0.038
C 2.8613 -2.6497 -7.9873 -0.612
O 2.2897 -2.6997 -6.9263 0.112
O 2.8451 -3.6011 -8.9209 0.011
C 2.1253 -4.7786 -8.5419 -0.043
H 5.7255 -1.0570 -6.9421 0.082
H 4.9223 0.0979 -5.8677 0.081
H 4.4671 -1.6092 -5.8266 0.075
H 4.0285 0.3089 -8.1750 0.123
H 2.7606 -0.2885 -7.0962 0.121
H 1.1246 -4.5218 -8.2102 0.073
H 2.6543 -5.3033 -7.7479 0.099
H 2.0742 -5.4062 -9.4269 0.099
C -0.6804 8.5436 7.6679 -0.058
C -0.7608 8.1128 9.1141 -0.202
O 0.4293 7.4182 9.5325 0.038
C 1.4705 8.1930 9.8215 -0.614
O 1.4906 9.3973 9.8139 0.120
O 2.4953 7.4052 10.1562 0.002
C 3.6953 8.1082 10.4882 -0.042
H -0.4762 7.6835 7.0293 0.070
H -1.6299 8.9814 7.3587 0.081
H 0.1055 9.2834 7.5199 0.077
H -1.5603 7.3883 9.2560 0.123
H -0.9344 8.9583 9.7795 0.122
H 3.5103 8.8403 11.2714 0.095
H 4.0963 8.6099 9.6088 0.097
H 4.3932 7.3529 10.8368 0.092
```

Output
E in Ha: -4054.32244
Structure (SMILES): C[C@@H](F)[C@]1(CCCCS(=O)(=O)Cl)OC(=O)O[C@@H]1CCC(F)=C(F)F.CCOC(=O)OC.CCOC(=O)OC.CCOC(=O)OC.CCOC(=O)OC.CCOC(=O)OC
LUMO level in eV: 0.0

3.
Density functional theory data (ωB97M-V with the def2-TZVPD basis set) for a structure of composition CH6OSi2 at a distorted geometry.

XYZ file:
```
10
Properties=species:S:1:pos:R:3:lowdin_charge:R:1
C -1.0578 0.0096 0.2671 -0.429
O 1.6470 -1.1791 0.3249 -0.475
Si 0.5601 -1.1451 -0.7362 0.308
Si 0.1568 1.2470 0.7818 0.836
H -1.7979 0.2555 -0.4772 0.002
H -1.2898 -0.7666 0.9828 -0.001
H -0.4546 -1.9674 -1.0766 -0.084
H 1.0230 -0.3454 -1.8532 -0.053
H 0.5745 2.2371 -0.3325 -0.034
H 0.6387 1.6544 2.1191 -0.069
```

Output
E in Ha: -695.82512
Energy relative to the best compared isomer or geometry (same formula, charge and spin) in eV: 2.921
LUMO level in eV: -1.0

4.
Density functional theory data (ωB97M-V with the def2-TZVPD basis set) for an isolated molecule of C22H23N5O4S2 at a distorted geometry.

XYZ file:
```
56
Properties=species:S:1:pos:R:3:lowdin_charge:R:1
C 3.0262 2.6152 -1.0218 -0.062
H 2.8935 1.8515 -0.2592 0.061
H 3.9051 2.3669 -1.6110 0.078
H 2.1609 2.6043 -1.6802 0.069
C 3.2168 3.9943 -0.3902 -0.246
N 2.1747 4.3940 0.5258 -0.256
S 2.4450 4.1004 2.1344 0.666
O 3.8119 4.4281 2.4125 -0.283
O 1.4080 4.7579 2.8731 -0.280
C 2.2417 2.3251 2.3388 -0.262
C 0.9657 1.7944 2.3802 -0.039
C 0.7990 0.4248 2.4733 0.014
C 1.9257 -0.3984 2.5291 -0.132
C 3.2108 0.1464 2.4923 0.005
C 3.3634 1.5159 2.3942 -0.053
H 4.3370 1.9791 2.3695 0.117
H 4.0603 -0.5158 2.5399 0.119
C 1.7604 -1.8298 2.6146 -0.279
N 2.6554 -2.7579 2.4550 0.102
N 2.0416 -3.9454 2.5735 0.045
C 0.7902 -3.6893 2.8077 -0.677
S -0.4888 -4.8293 3.0264 1.024
C -1.9222 -3.6674 3.0916 -0.329
C -2.0650 -2.9161 1.8326 -0.412
N -1.8302 -1.6565 1.6459 0.093
N -2.0667 -1.3958 0.3510 0.117
C -2.4373 -2.5125 -0.2061 -0.273
C -2.7921 -2.7189 -1.5879 -0.155
C -2.7724 -1.6382 -2.4706 -0.010
C -3.1132 -1.8283 -3.7926 -0.033
C -3.4788 -3.0866 -4.2656 -0.272
C -3.4935 -4.1568 -3.3771 -0.034
C -3.1549 -3.9827 -2.0505 -0.009
H -3.1697 -4.8192 -1.3680 0.117
H -3.7749 -5.1380 -3.7305 0.113
C -3.8252 -3.2833 -5.7074 -0.049
H -4.4483 -4.1636 -5.8433 0.077
H -2.9135 -3.4207 -6.2899 0.088
H -4.3453 -2.4139 -6.1028 0.080
H -3.0985 -0.9906 -4.4744 0.115
H -2.4900 -0.6674 -2.0959 0.113
O -2.4582 -3.5254 0.6952 0.142
H -1.7810 -2.9766 3.9203 0.098
H -2.7814 -4.3148 3.2623 0.092
O 0.5348 -2.3685 2.8570 0.054
H -0.1883 -0.0139 2.4811 0.097
H 0.1176 2.4591 2.3536 0.116
C 0.8001 4.4215 0.0821 -0.271
C 0.5758 5.4444 -1.0270 -0.070
H 1.0723 5.1435 -1.9460 0.066
H 0.9615 6.4124 -0.7200 0.084
H -0.4889 5.5364 -1.2246 0.076
H 0.2224 4.7091 0.9614 0.106
H 0.4675 3.4276 -0.2499 0.116
H 4.1366 4.0189 0.1956 0.107
H 3.2962 4.7505 -1.1776 0.118
```

Output
E in Ha: -2223.22389
Structure (SMILES): CCN(CC)S(=O)(=O)c1ccc(-c2nnc(SCc3nnc(-c4ccc(C)cc4)o3)o2)cc1
LUMO level in eV: 0.0

5.
Density functional theory data (ωB97M-V with the def2-TZVPD basis set) for a cluster of 4 separate species, CH12NO3 in total at a distorted geometry.

XYZ file:
```
17
Properties=species:S:1:pos:R:3:lowdin_charge:R:1
C 0.8003 -1.3779 -0.2921 0.017
N -0.1202 -0.5943 0.7853 0.089
H 0.0774 -2.0020 -0.7738 0.066
H 1.3002 -0.7590 -1.0738 0.100
H 1.4502 -2.0606 0.3408 0.104
H -0.7999 0.1195 0.2007 0.113
H 0.4277 -0.0961 1.4680 0.080
H -0.6745 -1.3066 1.2320 0.129
H -1.3232 1.4103 -1.5607 0.035
H -2.3585 0.9501 -0.5737 0.010
O -1.6290 0.6262 -0.9735 -0.020
H 2.3242 -0.4004 3.3334 0.087
H 1.0338 -1.0961 3.8105 0.097
O 1.5012 -0.8157 2.9640 -0.092
H -0.5982 3.2395 -2.7848 0.092
H -0.6575 1.8574 -3.4764 0.095
O -0.7541 2.3057 -2.6259 -0.002
```

Output
E in Ha: -325.52642
Energy relative to the best compared isomer or geometry (same formula, charge and spin) in eV: 1.071
LUMO level in eV: -2.8
Net charge: +1

6.
Density functional theory data (ωB97M-V with the def2-TZVPD basis set) for an isolated molecule of CFN at a distorted geometry.

XYZ file:
```
3
Properties=species:S:1:pos:R:3:lowdin_charge:R:1
C 0.0538 0.0672 0.1305 -0.277
N -0.0618 -0.5565 -1.0369 0.104
F 0.0285 0.6904 1.2163 0.174
```

Output
E in Ha: -192.62306
Energy relative to the best compared isomer or geometry (same formula, charge and spin) in eV: 0.428
Structure (SMILES): N#CF
LUMO level in eV: 0.3

7.
Density functional theory data (ωB97M-V with the def2-TZVPD basis set) for a structure of composition C31H28N5O5RuS at a distorted geometry.

XYZ file:
```
71
Properties=species:S:1:pos:R:3:lowdin_charge:R:1
Ru 0.2947 -0.1636 -0.1078 1.185
O -3.2290 5.1045 0.4353 0.088
C -2.5742 4.0844 0.2906 -0.281
C -1.3457 3.9424 -0.5541 -0.303
O -0.7919 4.8143 -1.2109 0.063
C -0.9155 2.5398 -0.4013 -0.325
C -1.7976 1.8409 0.4936 -0.332
O -1.5327 0.6456 0.7962 -0.120
C -2.8476 2.7603 0.9662 -0.308
O -3.7481 2.5202 1.7542 0.062
O 0.0512 1.9205 -0.9124 -0.120
C -0.4324 -3.7455 3.1076 -0.132
C 0.8642 -3.4687 2.7113 -0.123
C 1.1183 -2.5051 1.7437 -0.145
C 0.0879 -1.7593 1.1718 -0.282
C -1.2088 -2.0613 1.5848 -0.134
C -1.4742 -3.0450 2.5241 -0.107
H -0.6261 -4.5030 3.8542 0.086
H 1.6922 -4.0115 3.1515 0.088
H 2.1468 -2.3491 1.4363 0.068
H -2.0451 -1.5156 1.1679 0.081
H -2.4978 -3.2551 2.8049 0.093
N -2.6862 -4.7857 -4.6054 0.061
C -2.9404 -3.4349 -4.4320 -0.783
S -4.0764 -2.7387 -5.4770 0.645
C -2.2900 -2.7102 -3.4188 -0.239
C -2.5027 -1.3207 -3.1914 -0.005
C -1.7834 -0.6479 -2.2468 -0.072
N -0.8362 -1.2184 -1.4659 -0.058
C -0.6450 -2.5471 -1.6460 -0.106
C -1.3234 -3.2989 -2.5554 0.010
H -3.0328 -5.1550 -5.4777 0.075
H -1.7658 -5.1168 -4.3612 0.084
H -3.2409 -0.7983 -3.7799 0.087
H -1.9519 0.4128 -2.0915 0.125
H 0.0868 -3.0181 -1.0009 0.112
H -1.1261 -4.3589 -2.5876 0.107
N 4.5199 -0.2918 3.1070 0.124
C 3.3623 0.3711 2.8149 -0.374
C 2.6869 0.1490 1.6144 -0.085
N 1.4688 0.6678 1.3689 -0.038
C 0.9884 1.4877 2.3257 -0.070
C 1.6919 1.7315 3.4863 -0.102
N 2.8734 1.1767 3.7647 0.122
H 5.0405 -0.7249 2.3643 0.092
H 5.0167 0.0216 3.9225 0.092
H 3.1404 -0.4536 0.8381 0.093
H 0.0196 1.9461 2.1722 0.109
H 1.2925 2.3936 4.2421 0.109
C 1.4163 0.5032 -3.3388 -0.033
C 2.4942 0.1215 -2.2904 -0.537
C 3.0415 1.4437 -1.7172 -0.049
C 1.8801 -0.6893 -1.1916 -0.053
C 3.5725 -0.6472 -3.0389 -0.192
C 3.2052 -1.7247 -3.8425 -0.045
C 4.1247 -2.3633 -4.6511 -0.089
C 5.4468 -1.9562 -4.6647 -0.108
C 5.8388 -0.9274 -3.8299 -0.092
C 4.9148 -0.2836 -3.0234 -0.035
H 0.7629 1.2725 -2.9366 0.068
H 0.8044 -0.3532 -3.6135 0.064
H 1.8968 0.8816 -4.2416 0.097
H 2.2251 1.9977 -1.2653 0.064
H 3.4660 2.0460 -2.5179 0.094
H 3.7937 1.2734 -0.9492 0.071
H 2.3430 -1.6814 -1.0768 0.063
H 2.1764 -2.0542 -3.8498 0.107
H 3.8020 -3.1730 -5.2883 0.097
H 6.1601 -2.4355 -5.3185 0.094
H 6.8717 -0.6095 -3.8152 0.097
H 5.2598 0.5232 -2.3956 0.099
```

Output
E in Ha: -2341.18649
LUMO level (alpha / beta) in eV: 0.4 / 0.4
Net charge: -1